Formula: C12H10F6N2OS2SbZn
Source: the OMol25 dataset
Level of theory: ωB97M-V/def2-TZVPD

Geometry as XYZ:
```
35
Properties=species:S:1:pos:R:3:lowdin_spin:R:1
C 2.67844 1.06913 1.35748 0.134
F -0.47251 1.95485 2.90208 0.007
H -3.63483 -0.76183 -2.89385 0.000
F -2.11169 1.34524 1.08084 0.002
H 5.90958 1.48471 2.36821 0.003
F -4.11660 2.67890 2.30134 0.000
H 0.96099 -1.00141 -1.27170 0.004
C 4.92712 1.04053 2.28325 0.057
H 4.21170 2.52091 0.93829 -0.002
H -3.94406 -2.69374 -3.99724 0.000
F -1.79463 3.89819 1.72636 0.001
S 1.60552 1.88875 0.32921 0.276
N -0.94810 -0.30338 -0.96279 0.003
C -0.36471 -1.64219 -2.84450 0.000
H -3.50971 -3.20695 -5.58751 0.000
C -2.60983 -0.87574 -2.56777 0.000
H 5.37035 -0.59073 3.64545 0.003
Sb -2.31995 2.42338 2.75955 0.001
H 0.38256 -2.17463 -3.41451 0.000
C -0.04582 -0.98955 -1.67231 0.005
C -1.67533 -1.59592 -3.29720 0.000
C 3.98880 1.61679 1.48841 0.006
H 3.14132 -1.59334 3.47215 -0.002
S 0.87101 -0.93134 2.06916 0.273
C 2.36628 -0.13033 2.09701 0.135
F -2.73394 0.79197 3.59252 0.001
C 3.38635 -0.69933 2.91486 0.005
C 4.62013 -0.13995 3.00995 0.058
N -3.28661 -2.68664 -4.75549 0.000
C -2.20634 -0.23907 -1.40668 0.000
C -1.99651 -2.30913 -4.58732 0.000
O -1.12947 -2.50757 -5.41123 0.000
F -2.37006 3.39543 4.34831 0.000
H -2.89478 0.34225 -0.80997 0.000
Zn -0.25467 0.62175 0.79566 0.029
```

Summary:
- multiplicity = 2
- <S²> = 0.77
- total charge = 0
- DFT total energy (a.u.) = -4063.41092
- LUMO energy (alpha / beta) (eV) = -0.93 / -2.86
- Kohn-Sham gap (alpha / beta) (Ha) = 0.280 / 0.216

Formula: C12H10F9NOV
Source: the OMol25 dataset
Level of theory: ωB97M-V/def2-TZVPD

Geometry as XYZ:
```
34
Properties=species:S:1:pos:R:3:lowdin_spin:R:1
F -4.37767 0.14571 0.10097 0.000
H 2.65418 0.44749 2.19794 0.011
C 1.43529 1.23685 -1.36220 0.008
F -1.53110 2.73154 -1.58223 0.000
H 2.33542 -3.84847 1.89696 -0.003
F -2.21957 0.83141 -2.41136 0.000
H 0.51721 0.04968 2.37449 0.008
F -3.55726 2.51767 1.18586 0.001
C -2.27758 2.03397 1.12891 0.003
C -2.39848 1.70068 -1.37485 0.002
V 0.64101 -0.56453 -0.12688 1.030
C 1.57746 -0.90129 -2.17351 -0.010
N 0.04244 -2.09748 -0.43756 -0.161
H 3.48766 -2.78508 3.22439 -0.003
F -3.67081 2.18366 -1.43260 0.001
F -2.81956 -1.14923 -0.79450 -0.001
H 0.58490 -3.26724 0.16305 0.009
C 1.74572 -0.41992 1.96910 0.002
O -0.76388 0.51812 0.01542 0.052
C 2.03941 -1.64466 2.29778 0.113
F -1.42457 3.07699 0.95539 0.000
C 0.83056 0.30790 -2.23451 0.002
H 1.41723 -1.78344 -2.80621 -0.001
F -1.97338 1.47142 2.32589 0.001
C 2.60300 -0.72894 -1.20182 -0.001
H 0.02892 0.50267 -2.93803 0.001
C -3.06446 -0.21399 0.16639 0.000
H 3.38594 -1.45982 -0.96001 0.002
F -2.83966 -0.81764 1.36579 0.000
C 2.74639 -3.00465 2.46203 -0.069
C -2.02872 0.96729 -0.01462 0.006
H 1.14761 2.27521 -1.24070 0.000
H 3.21263 1.08387 -0.02307 0.000
C 2.51371 0.60423 -0.71572 -0.004
```

Summary:
- energy relative to the best compared isomer or geometry (same formula, charge and spin) (kJ/mol) = 463.6
- multiplicity = 2
- <S²> = 0.80
- total charge = 0
- DFT total energy (a.u.) = -2435.79120
- LUMO energy (alpha / beta) (eV) = -1.28 / -1.15
- Kohn-Sham gap (alpha / beta) (Ha) = 0.238 / 0.263

Formula: C12H10FN3O2
Source: the OMol25 dataset
Level of theory: ωB97M-V/def2-TZVPD

Geometry as XYZ:
```
28
Properties=species:S:1:pos:R:3:nbo_charge:R:1
H -3.02826 2.35771 -0.18444 0.302
C -4.84681 0.65490 0.20302 0.119
N 5.03256 -0.28371 -0.31300 -0.633
H -0.34031 1.53400 -2.25538 0.311
H -4.35755 -2.97626 0.78733 0.302
H -5.70952 1.45339 0.13937 0.297
C -2.48172 -1.43847 0.40113 -0.200
C 0.28050 1.18444 -1.30122 -0.190
C -4.09462 -1.84779 0.56724 0.102
C 1.92964 1.36417 -1.23749 0.139
C 4.25476 1.01220 -0.00200 0.752
C 0.47427 0.01072 1.27104 -0.189
N 2.73589 0.88064 -0.03140 -0.448
C -3.30067 1.23413 -0.00369 -0.192
O 4.91588 2.17162 0.23446 -0.364
C 2.09972 0.24449 1.21212 0.104
C 4.11829 -1.25694 -1.08522 0.925
H 5.18483 -0.70020 0.64804 0.450
C -0.47031 0.47181 -0.02994 0.018
H -0.02837 -0.48222 2.21555 0.298
H -6.21890 -1.08985 0.58090 0.489
O 3.74988 -2.36949 -0.41092 -0.500
C -2.07309 0.15248 0.10005 0.000
N -5.20346 -0.79030 0.47229 -0.504
F 3.64997 -1.02460 -2.47966 -0.310
H 2.79162 -0.09052 2.12513 0.308
H 2.54829 1.86049 -2.12917 0.317
H -1.61253 -2.23683 0.50585 0.297
```

Summary:
- total charge = +2
- DFT total energy (a.u.) = -876.64655
- LUMO energy (eV) = -9.09
- Kohn-Sham gap (Ha) = 0.280

Formula: C12H10N3OSe3TeV
Source: the OMol25 dataset
Level of theory: ωB97M-V/def2-TZVPD

Geometry as XYZ:
```
31
Properties=species:S:1:pos:R:3:lowdin_spin:R:1
C 1.39728 -0.29043 -0.90275 0.035
C 0.37858 -0.67533 -4.52035 0.022
C -0.88142 -0.64903 4.04475 -0.001
C -1.23172 -0.42743 2.73325 0.034
Se -1.23932 -2.24973 -0.44215 0.034
H 1.88468 1.95147 1.33835 0.001
N -0.53792 0.30667 -2.09805 0.018
H -2.27402 -0.54093 2.40225 0.009
C -1.31412 0.38017 -3.18655 0.024
C 1.75658 0.87957 1.11305 0.009
H -1.53692 -0.01173 -5.27055 0.000
N 1.08678 0.75917 -0.14345 -0.019
H 0.75888 -0.62373 5.44235 0.002
C 0.67928 -0.25393 -2.19675 0.034
H 2.14628 -1.23133 -3.38565 0.000
Se -2.66692 -0.64093 -0.20995 0.143
C 1.16618 -0.77483 -3.38465 0.007
H -1.63232 -0.97783 4.74765 -0.001
V -0.59062 0.09387 -0.16305 1.742
C 0.89668 0.27117 2.18685 0.024
H 0.73448 -1.05373 -5.46985 0.001
O 2.16298 -1.22103 -0.60045 0.060
N -0.35402 -0.03213 1.79135 0.014
C 1.32508 0.06747 3.48515 -0.002
Te -2.53792 1.81517 0.19755 0.314
H 2.73888 0.37717 1.08175 0.000
Se -1.90092 4.15927 0.68405 0.456
H 2.34598 0.31107 3.74395 -0.001
C 0.43798 -0.43323 4.42945 0.027
C -0.88592 -0.08583 -4.41235 0.005
H -2.31252 0.80077 -3.03505 0.008
```

Summary:
- energy relative to the best compared isomer or geometry (same formula, charge and spin) (kJ/mol) = 421.0
- multiplicity = 4
- <S²> = 3.80
- total charge = -1
- DFT total energy (a.u.) = -9119.17491
- LUMO energy (alpha / beta) (eV) = 2.80 / 2.16
- Kohn-Sham gap (alpha / beta) (Ha) = 0.217 / 0.207

Formula: C12H10N8O5
Source: the OMol25 dataset
Level of theory: ωB97M-V/def2-TZVPD

Geometry as XYZ:
```
35
Properties=species:S:1:pos:R:3:nbo_charge:R:1
H 1.43889 -4.36419 0.29280 0.288
N 2.28006 -3.84020 2.81856 0.518
O -1.43615 -2.86665 -1.75786 -0.465
C 1.22574 -3.17878 2.06868 -0.145
C -0.81995 -1.71060 0.47649 0.106
H 0.00200 5.40887 -3.67206 0.248
N -0.57108 -1.58178 1.90355 -0.226
C -0.56524 2.23056 -1.05474 0.271
H -2.77883 -0.13720 0.08172 0.251
H -2.74052 2.18147 -0.90326 0.241
N -0.52488 3.49403 -1.64902 -0.600
C -1.81097 1.63854 -0.73621 -0.268
C 0.47303 0.18736 -0.29118 0.136
N -0.73843 -0.41473 -0.13838 -0.293
C -1.86477 0.35758 -0.23261 0.133
C 0.57622 1.47410 -0.76453 -0.287
C 0.35315 -2.22369 2.67464 0.327
H 1.55026 1.90070 -0.95685 0.294
H -1.85229 -2.06265 0.42524 0.241
O 2.89031 -4.75532 2.21103 -0.427
O 1.75273 3.77678 -1.82891 -0.564
H -0.42558 6.11903 -2.08694 0.232
C 0.08500 -2.77263 -0.05179 -0.156
H 1.27763 6.08894 -2.62828 0.261
N 0.20021 -1.77809 3.94401 -0.276
H -1.40714 3.93741 -1.87526 0.415
N -0.43372 -3.41096 -1.23703 0.511
H 1.34663 -0.40724 -0.03550 0.258
C 0.33289 5.53999 -2.63041 -0.723
O 0.07711 -4.46421 -1.66671 -0.403
N -1.25690 -0.70861 2.69192 -0.133
C 0.61732 4.19804 -2.00084 0.695
O 2.56386 -3.50057 3.97437 -0.362
N -0.79076 -0.86427 3.90292 -0.034
C 0.97417 -3.49105 0.73244 -0.063
```

Summary:
- total charge = 0
- DFT total energy (a.u.) = -1277.29258
- LUMO energy (eV) = -1.84
- Kohn-Sham gap (Ha) = 0.231

Formula: C12H10O2
Source: the OMol25 dataset
Level of theory: ωB97M-V/def2-TZVPD

Geometry as XYZ:
```
24
Properties=species:S:1:pos:R:3:nbo_charge:R:1
H -2.02854 2.60160 0.05041 0.133
H -3.81369 -1.39861 -0.70211 0.185
O -2.85299 0.43316 0.04625 -0.524
C -0.99264 2.46642 -0.02352 0.421
C -1.53853 -0.04968 -0.17379 0.419
H -4.80825 -0.05691 0.12999 0.206
C 3.58416 -0.43861 0.11937 -0.225
H 2.68144 -2.32165 -0.01171 0.203
C 1.17877 -0.82399 -0.07323 -0.094
C 2.58096 -1.28992 0.05884 -0.168
H -1.92622 -2.20251 -0.02431 0.231
H 1.86773 2.52363 -0.12990 0.249
C -1.17879 -1.39097 -0.12554 -0.353
C -3.84655 -0.59075 0.13242 -0.268
O -0.26215 3.40953 -0.02520 -0.527
H -3.74066 -1.04406 1.14416 0.181
C 2.04622 1.42833 -0.08682 -0.193
H 4.25039 1.58181 0.15242 0.219
C 0.91152 0.53736 -0.18476 -0.008
C 0.12018 -1.77314 -0.20005 -0.108
H 0.36038 -2.86983 -0.19618 0.216
C -0.53668 1.01092 -0.23304 -0.213
H 4.58750 -0.71234 0.35466 0.212
C 3.35646 0.97019 0.00162 -0.194
```

Summary:
- energy relative to the best compared isomer or geometry (same formula, charge and spin) (kJ/mol) = 109.2
- total charge = 0
- DFT total energy (a.u.) = -613.69615
- LUMO energy (eV) = -0.31
- Kohn-Sham gap (Ha) = 0.294
- SMILES string = COc1ccc2ccccc2c1C=O

Look up the DFT total energy of the third one. -876.64655 a.u.

Which of these has the highest DFT total energy? C12H10O2